Record 1
Molecular formula: C29H38F6NO20
Method: DFT, wB97M-V/def2-TZVPD

**HOMO**: -12.5 eV
**Molar mass**: 834.60 g mol⁻¹
**Net charge**: +1
**Gap between HOMO and LUMO**: 8.7 eV

```
94
C29H38F6NO20 wB97M-V/def2-TZVPD
C 5.924 -0.545 -1.941
C 6.072 -2.042 -1.989
O 5.917 -2.735 -0.987
O 6.411 -2.615 -3.179
C 5.681 -2.202 -4.331
C 4.946 -3.371 -4.950
C 3.935 -4.119 -4.058
C 3.298 -3.332 -2.902
C 1.771 -3.576 -2.758
C 0.983 -2.324 -3.040
C 0.610 -1.918 -4.462
C -0.298 -0.682 -4.158
C -0.975 -1.174 -2.926
N -0.331 -2.109 -2.343
H 6.417 -0.031 -2.758
H 4.861 -0.320 -2.031
H 6.236 -0.173 -0.976
H 6.390 -1.830 -5.068
H 4.999 -1.378 -4.133
H 4.474 -3.032 -5.869
H 5.705 -4.088 -5.249
H 4.386 -5.026 -3.676
H 3.127 -4.453 -4.706
H 3.452 -2.260 -2.978
H 3.749 -3.672 -1.978
H 1.471 -4.384 -3.418
H 1.559 -3.899 -1.741
H 1.551 -1.458 -2.690
H 1.556 -1.708 -4.951
H 0.067 -2.667 -5.028
H -1.075 -0.667 -4.918
H 0.230 0.257 -4.054
H -1.932 -0.754 -2.643
H -0.655 -2.593 -1.515
C -4.407 -0.088 0.263
C -4.855 1.349 0.385
O -3.858 2.042 -0.369
C -3.386 1.188 -1.298
O -2.712 1.491 -2.231
O -3.766 -0.081 -1.032
F -4.814 1.782 1.664
H -3.667 -0.348 1.016
H -5.229 -0.798 0.291
H -5.840 1.556 -0.036
C -7.962 4.183 3.433
C -8.429 4.267 1.996
O -8.012 3.015 1.471
C -7.983 2.127 2.507
O -7.916 0.953 2.377
O -8.040 2.775 3.690
F -7.816 5.263 1.314
H -6.928 4.513 3.531
H -8.589 4.737 4.125
H -9.508 4.364 1.873
C -0.540 2.115 2.271
C -0.157 1.646 3.655
O -1.227 0.777 3.991
C -1.720 0.273 2.837
O -2.452 -0.654 2.753
O -1.262 0.979 1.773
F -0.111 2.664 4.559
H -1.203 2.981 2.309
H 0.316 2.336 1.641
H 0.781 1.096 3.693
C -3.545 -4.134 -3.543
C -3.899 -4.091 -5.010
O -3.486 -5.364 -5.453
C -3.567 -6.224 -4.387
O -3.529 -7.396 -4.459
O -3.693 -5.513 -3.228
F -3.188 -3.130 -5.665
H -2.506 -3.835 -3.381
H -4.199 -3.524 -2.923
H -4.960 -3.956 -5.221
C 4.754 2.112 4.337
C 5.204 0.708 4.668
O 4.052 -0.060 4.325
C 3.383 0.613 3.361
O 2.505 0.158 2.699
O 3.827 1.880 3.262
F 5.468 0.549 5.982
H 4.228 2.574 5.169
H 5.561 2.765 4.019
H 6.057 0.352 4.088
C 1.513 4.738 5.923
C 1.740 6.089 6.562
O 3.149 6.106 6.739
C 3.694 5.315 5.779
O 4.837 5.291 5.480
O 2.736 4.548 5.196
F 1.135 6.191 7.766
H 1.400 3.954 6.671
H 0.668 4.718 5.249
H 1.448 6.940 5.945
```

These are the Löwdin partial charges, in e, on atoms 1 to 6: number 1, C, carries 0.0143; number 2, C, carries -0.5050; number 3, O, carries 0.0935; number 4, O, carries 0.0089; number 5, C, carries -0.2055; number 6, C, carries -0.1551

Record 2
Molecular formula: C4H10NaS
Method: DFT, wB97M-V/def2-TZVPD

**HOMO**: -13.0 eV
**Molar mass**: 113.18 g mol⁻¹
**Net charge**: +1
**Gap between HOMO and LUMO**: 8.4 eV

```
16
C4H10NaS wB97M-V/def2-TZVPD
S 0.692 0.128 0.882
C 1.056 0.767 -1.829
C -1.566 -1.210 1.621
C 1.002 1.349 -0.421
C -1.042 -0.268 0.543
H 1.293 1.561 -2.557
H 0.089 0.314 -2.106
H 1.838 -0.009 -1.889
H -1.495 -0.737 2.615
H -2.622 -1.458 1.424
H -0.981 -2.145 1.633
H 1.976 1.803 -0.154
H 0.231 2.139 -0.346
H -1.623 0.674 0.527
H -1.135 -0.737 -0.456
Na 2.286 -2.169 0.514
```

These are the natural (NBO) partial charges, in e, on atoms 1 to 6: number 1, S, carries 0.1013; number 2, C, carries -0.6152; number 3, C, carries -0.6170; number 4, C, carries -0.5255; number 5, C, carries -0.5252; number 6, H, carries 0.2428

Record 3
Molecular formula: C47H35NO15
Method: DFT, wB97M-V/def2-TZVPD

**SMILES**: CCOCc1cccc2c1C(=O)NC2=O.O=C1C=CC(=O)C=C1.O=C1C=CC(=O)C=C1.O=C1C=CC(=O)C=C1.O=C1C=CC(=O)C=C1.O=C1C=CC(=O)C=C1.O=C1C=CC(=O)C=C1
**HOMO**: -9.7 eV
**Molar mass**: 853.79 g mol⁻¹
**Gap between HOMO and LUMO**: 7.9 eV

```
98
C47H35NO15 wB97M-V/def2-TZVPD
C 6.090 4.825 -4.894
C 6.464 5.901 -6.025
O 5.407 6.835 -6.342
C 4.433 6.230 -7.265
C 3.088 6.047 -6.383
C 2.517 7.272 -5.624
C 1.237 7.050 -4.763
C 0.518 5.663 -4.625
C 1.133 4.496 -5.421
C 2.397 4.673 -6.306
C 2.716 3.273 -6.989
O 3.430 2.984 -7.968
N 1.902 2.333 -6.209
C 0.739 2.961 -5.549
O -0.282 2.345 -5.164
H 5.701 3.838 -5.354
H 5.351 5.220 -4.105
H 7.033 4.519 -4.297
H 7.335 6.536 -5.605
H 6.867 5.389 -6.965
H 4.829 5.230 -7.646
H 4.285 6.992 -8.116
H 3.051 8.284 -5.716
H 0.861 7.977 -4.192
H -0.401 5.489 -3.980
H 2.420 1.630 -5.663
O -2.962 -0.131 -6.915
C -2.433 -0.934 -6.168
C -2.895 -2.337 -6.100
C -2.317 -3.216 -5.279
C -1.190 -2.824 -4.405
O -0.662 -3.628 -3.658
C -0.729 -1.422 -4.474
C -1.306 -0.543 -5.294
H -3.720 -2.607 -6.747
H -2.642 -4.247 -5.215
H 0.096 -1.153 -3.826
H -0.979 0.490 -5.356
O 1.108 -0.795 -1.834
C 0.453 0.088 -1.310
C -0.313 -0.156 -0.071
C -1.032 0.810 0.501
C -1.092 2.168 -0.080
O -1.747 3.051 0.443
C -0.326 2.414 -1.321
C 0.393 1.447 -1.892
H -0.258 -1.156 0.343
H -1.599 0.647 1.407
H -0.381 3.413 -1.734
H 0.960 1.608 -2.800
O -0.018 -0.888 7.707
C -0.446 -0.904 6.568
C 0.334 -0.335 5.447
C -0.137 -0.352 4.199
C -1.456 -0.940 3.883
O -1.884 -0.957 2.742
C -2.235 -1.509 5.003
C -1.765 -1.493 6.251
H 1.297 0.091 5.696
H 0.419 0.061 3.367
H -3.199 -1.936 4.755
H -2.321 -1.906 7.083
O -4.931 -2.770 6.681
C -5.587 -1.889 7.207
C -6.354 -2.137 8.446
C -7.073 -1.172 9.019
C -7.134 0.188 8.442
O -7.789 1.068 8.966
C -6.367 0.436 7.202
C -5.647 -0.529 6.629
H -6.298 -3.138 8.856
H -7.641 -1.337 9.926
H -6.422 1.437 6.792
H -5.079 -0.364 5.722
O 3.318 -0.360 5.715
C 3.908 -1.424 5.754
C 3.556 -2.459 6.749
C 4.204 -3.624 6.793
C 5.300 -3.930 5.849
O 5.889 -4.993 5.889
C 5.651 -2.895 4.854
C 5.003 -1.730 4.809
H 2.751 -2.219 7.433
H 3.961 -4.393 7.516
H 6.456 -3.134 4.170
H 5.247 -0.961 4.087
O -1.659 -5.927 2.211
C -2.087 -5.947 1.072
C -1.309 -5.383 -0.051
C -1.780 -5.404 -1.299
C -3.100 -5.992 -1.612
O -3.529 -6.012 -2.751
C -3.879 -6.556 -0.489
C -3.407 -6.535 0.759
H -0.344 -4.957 0.195
H -1.224 -4.995 -2.133
H -4.843 -6.982 -0.735
H -3.963 -6.944 1.593
```

These are the Löwdin partial charges, in e, on atoms 1 to 6: number 1, C, carries -0.0947; number 2, C, carries -0.2639; number 3, O, carries -0.2114; number 4, C, carries -0.1336; number 5, C, carries -0.0598; number 6, C, carries 0.0129

Which value of HOMO does entry 3 give?
-9.7 eV

The highest gap between HOMO and LUMO belongs to which entry?
C29H38F6NO20